Entry 1:
{"formula": "C4H9NO4", "method": "ωB97M-V/def2-TZVPD", "symbols": ["C", "C", "C", "N", "O", "O", "H", "H", "H", "H", "H", "H", "H", "O", "C", "O", "H", "H"], "xyz": [[-2.1023, 1.1354, -0.3694], [-1.2139, 0.0387, 0.2470], [-1.5502, -1.4643, 0.2208], [-0.0873, 0.3510, 0.7033], [0.7381, -0.3858, 1.3586], [0.3531, 1.6976, 0.6095], [-2.6131, 1.6175, 0.4408], [-2.7600, 0.8026, -1.1691], [-1.4574, 1.9771, -0.9951], [-0.7581, -1.9036, 0.8116], [-2.6202, -1.5704, 0.5278], [-1.2689, -1.8466, -0.8206], [1.3657, 1.6032, 0.6096], [2.1713, 0.6128, -0.9962], [3.0260, -0.2214, -0.6688], [2.7680, -1.2682, 0.0589], [4.0428, -0.2016, -1.1263], [1.9664, -0.9738, 0.5577]], "atomic_forces_ev_per_a": [[2.7, 1.2, -2.0], [-2.1, -0.4, -2.2], [0.5, 1.4, -1.1], [2.9, 1.6, 1.3], [-0.2, -0.2, -0.2], [0.6, -0.7, 0.3], [-0.5, 0.4, 0.2], [-0.3, -0.6, 0.5], [-1.3, -2.1, 2.1], [-0.6, -0.5, 0.8], [1.1, -0.5, -0.4], [-1.1, 0.6, 1.1], [-2.0, -0.2, -0.2], [1.7, -0.8, 0.8], [-0.8, 1.0, -2.3], [1.0, 0.1, 0.3], [-0.4, -0.1, 0.5], [-1.1, -0.4, 0.5]], "gap_ev": 10.06, "smiles": "CC(C)=[N+]([O-])O.O=CO", "charge": 0, "homo_ev": -9.31, "de_lowest_kcal_mol": 106.9}

Entry 2:
{"formula": "C69H57N3O9P", "method": "ωB97M-V/def2-TZVPD", "symbols": ["C", "C", "C", "C", "C", "C", "C", "C", "C", "N", "N", "P", "N", "C", "C", "C", "C", "O", "H", "H", "H", "H", "H", "H", "H", "H", "H", "H", "H", "H", "H", "H", "H", "H", "H", "H", "H", "H", "H", "H", "H", "H", "H", "C", "C", "C", "C", "C", "C", "C", "O", "C", "C", "C", "C", "C", "C", "C", "O", "H", "H", "H", "H", "H", "H", "H", "H", "C", "C", "C", "C", "C", "C", "C", "O", "C", "C", "C", "C", "C", "C", "C", "O", "H", "H", "H", "H", "H", "H", "H", "H", "C", "C", "C", "C", "C", "C", "C", "O", "C", "C", "C", "C", "C", "C", "C", "O", "H", "H", "H", "H", "H", "H", "H", "H", "C", "C", "C", "C", "C", "C", "C", "O", "C", "C", "C", "C", "C", "C", "C", "O", "H", "H", "H", "H", "H", "H", "H", "H"], "xyz": [[-3.9939, 0.0687, 0.4822], [-3.7290, -0.3273, 1.9295], [-4.4102, -1.6330, 2.3366], [-3.7541, -2.3580, 3.5212], [-3.2800, -1.4370, 4.6647], [-3.8868, -1.7642, 6.0451], [-2.9203, -1.7806, 7.1951], [-2.7739, -2.8957, 7.9522], [-1.8903, -2.9138, 9.0274], [-1.2015, -1.8659, 9.3800], [-1.3721, -0.7644, 8.6547], [-0.3119, 0.5427, 9.2926], [0.9823, 0.8471, 8.5420], [-2.1614, -0.6566, 7.5768], [-2.2244, 0.6456, 6.8362], [-0.9898, 0.9121, 5.9161], [-1.3688, 1.5322, 4.5734], [-0.2656, -0.3140, 5.8039], [-3.3057, -0.4467, -0.1877], [-5.0222, -0.1335, 0.1836], [-3.8182, 1.1352, 0.3365], [-2.6494, -0.3898, 2.0974], [-4.0853, 0.4816, 2.5759], [-5.4695, -1.4594, 2.5359], [-4.3784, -2.3165, 1.4838], [-4.4703, -3.0795, 3.9219], [-2.9096, -2.9455, 3.1619], [-2.1968, -1.5207, 4.7563], [-3.4931, -0.4017, 4.4144], [-4.3514, -2.7502, 6.0112], [-4.6926, -1.0697, 6.3029], [-3.3498, -3.7836, 7.7281], [-1.7414, -3.7971, 9.6313], [-1.2682, 1.5617, 9.4079], [-0.2149, 0.0501, 10.5913], [1.2145, 0.3208, 7.7102], [-2.3038, 1.4825, 7.5305], [-3.1468, 0.6419, 6.2622], [-0.3496, 1.6168, 6.4466], [-1.2873, 0.8049, 3.7637], [-2.3877, 1.9148, 4.5664], [-0.7093, 2.3653, 4.3365], [0.0998, -0.3913, 4.9164], [-0.7593, -0.8480, -4.0280], [0.3733, -0.8741, -4.8326], [1.6115, -0.5471, -4.3054], [1.7214, -0.1884, -2.9686], [0.5817, -0.1552, -2.1597], [-0.6559, -0.4904, -2.6941], [0.6626, 0.2446, -0.7273], [-0.3235, 0.2513, -0.0177], [1.9979, 0.6392, -0.1924], [2.0994, 1.0730, 1.1235], [3.3304, 1.4383, 1.6402], [4.4697, 1.3678, 0.8459], [4.3751, 0.9401, -0.4670], [3.1402, 0.5798, -0.9916], [3.0628, 0.1475, -2.4181], [4.0585, 0.0954, -3.1077], [-1.7239, -1.1072, -4.4435], [0.2907, -1.1494, -5.8755], [2.4939, -0.5759, -4.9280], [-1.5278, -0.4629, -2.0559], [1.2025, 1.1244, 1.7254], [3.4076, 1.7826, 2.6632], [5.4314, 1.6508, 1.2520], [5.2495, 0.8823, -1.0999], [2.9252, 2.7327, -12.9781], [1.8294, 3.5862, -12.9149], [1.2957, 3.9455, -11.6890], [1.8528, 3.4475, -10.5181], [2.9467, 2.5812, -10.5827], [3.4829, 2.2299, -11.8151], [3.5467, 2.0079, -9.3462], [4.4979, 1.2578, -9.3856], [2.9325, 2.3831, -8.0390], [3.4589, 1.8382, -6.8740], [2.9161, 2.1768, -5.6470], [1.8466, 3.0646, -5.5790], [1.3184, 3.6103, -6.7361], [1.8584, 3.2703, -7.9712], [1.2672, 3.8599, -9.2090], [0.3445, 4.6429, -9.1495], [3.3426, 2.4582, -13.9376], [1.3919, 3.9722, -13.8259], [0.4472, 4.6121, -11.6228], [4.3325, 1.5618, -11.8460], [4.2907, 1.1497, -6.9462], [3.3337, 1.7501, -4.7445], [1.4237, 3.3288, -4.6180], [0.4885, 4.3025, -6.7016], [-5.9043, -2.2670, 10.0314], [-6.2067, -2.2438, 8.6730], [-7.2248, -1.4386, 8.1950], [-7.9518, -0.6508, 9.0790], [-7.6602, -0.6832, 10.4410], [-6.6317, -1.4893, 10.9151], [-8.4476, 0.1321, 11.4194], [-8.1734, 0.1090, 12.5980], [-9.5636, 0.9591, 10.8846], [-10.3399, 1.6903, 11.7744], [-11.3767, 2.4760, 11.3003], [-11.6390, 2.5405, 9.9366], [-10.8698, 1.8132, 9.0442], [-9.8335, 1.0163, 9.5137], [-9.0343, 0.2293, 8.5370], [-9.2343, 0.2895, 7.3437], [-5.1079, -2.8998, 10.4039], [-5.6522, -2.8627, 7.9800], [-7.4730, -1.4071, 7.1424], [-6.4214, -1.4981, 11.9757], [-10.1218, 1.6328, 12.8315], [-11.9836, 3.0412, 11.9945], [-12.4477, 3.1583, 9.5705], [-11.0638, 1.8503, 7.9814], [10.2642, -5.6905, -8.8910], [10.3295, -5.3186, -10.2294], [9.9351, -4.0502, -10.6186], [9.4675, -3.1484, -9.6709], [9.3909, -3.5256, -8.3292], [9.7958, -4.7973, -7.9431], [8.8664, -2.5898, -7.2919], [8.8078, -2.9155, -6.1253], [8.4118, -1.2441, -7.7442], [7.8782, -0.3667, -6.8084], [7.4562, 0.8905, -7.2044], [7.5693, 1.2806, -8.5338], [8.0990, 0.4113, -9.4704], [8.5175, -0.8547, -9.0811], [9.0621, -1.7822, -10.1145], [9.1696, -1.4416, -11.2725], [10.5788, -6.6807, -8.5890], [10.6902, -6.0209, -10.9690], [9.9844, -3.7423, -11.6536], [9.7361, -5.0703, -6.8989], [7.7987, -0.6849, -5.7782], [7.0337, 1.5708, -6.4759], [7.2313, 2.2615, -8.8386], [8.1870, 0.6954, -10.5095]], "atomic_forces_ev_per_a": [[0.2, 0.2, 0.0], [-0.2, 0.2, 0.1], [0.3, -0.2, -0.1], [-0.3, 0.1, 0.1], [0.2, -0.2, 0.1], [-0.2, 0.0, 0.0], [-0.2, 0.5, -0.5], [-0.1, -0.8, 0.2], [0.1, -0.1, 0.2], [0.1, 0.0, 0.1], [-0.3, 0.0, -0.1], [0.7, 0.3, 0.0], [-0.6, -0.2, -0.1], [0.2, 0.3, 0.1], [0.0, 0.1, -0.1], [0.0, 0.1, 0.2], [0.1, 0.0, -0.1], [0.0, 0.0, -0.1], [-0.1, -0.2, -0.1], [0.0, -0.1, 0.0], [0.0, 0.0, 0.0], [0.0, -0.1, -0.1], [0.0, 0.0, 0.0], [0.0, 0.1, 0.0], [-0.1, 0.0, 0.0], [0.0, -0.1, -0.1], [0.1, 0.0, 0.0], [0.0, 0.1, -0.1], [0.0, 0.1, 0.0], [0.0, 0.0, 0.0], [0.0, 0.0, -0.1], [0.0, -0.1, 0.0], [0.0, 0.0, 0.0], [0.0, 0.1, 0.0], [-0.1, -0.1, 0.1], [0.3, 0.1, 0.0], [-0.1, -0.1, 0.1], [0.0, 0.0, -0.1], [0.0, 0.0, 0.1], [-0.1, -0.1, 0.0], [0.0, 0.0, 0.0], [0.0, 0.0, 0.0], [0.1, 0.0, 0.0], [0.0, 0.0, 0.0], [0.0, 0.0, 0.0], [-0.1, -0.1, -0.1], [0.0, 0.0, 0.1], [0.0, 0.0, 0.0], [0.0, 0.0, -0.1], [0.0, 0.0, 0.0], [0.0, 0.0, 0.1], [0.0, 0.0, -0.1], [0.0, 0.0, 0.1], [0.0, 0.0, 0.0], [0.0, 0.0, 0.0], [0.0, 0.0, 0.1], [0.0, 0.0, 0.0], [0.0, 0.0, 0.0], [0.0, 0.0, 0.0], [0.0, 0.0, 0.0], [0.0, 0.0, 0.0], [0.1, 0.0, 0.1], [0.0, 0.0, 0.0], [0.0, 0.0, 0.0], [0.0, 0.0, 0.0], [0.0, 0.0, 0.0], [0.0, 0.0, 0.0], [0.0, 0.0, 0.0], [0.0, 0.0, 0.0], [0.0, 0.0, -0.1], [0.0, 0.0, 0.1], [0.0, 0.0, 0.0], [0.0, 0.0, -0.1], [0.0, 0.0, 0.1], [0.0, 0.0, -0.1], [0.0, 0.0, 0.0], [0.0, 0.0, 0.1], [0.0, 0.1, 0.0], [0.0, 0.0, 0.0], [0.0, 0.0, 0.1], [0.0, 0.0, 0.0], [0.0, 0.0, 0.0], [0.0, 0.0, 0.0], [0.0, 0.0, 0.0], [0.0, 0.0, 0.0], [0.0, 0.0, 0.0], [0.0, 0.0, 0.0], [0.0, 0.0, 0.0], [0.0, 0.0, 0.0], [0.0, 0.0, 0.0], [0.0, 0.0, 0.0], [0.0, 0.0, 0.0], [0.0, 0.0, 0.0], [0.1, 0.0, 0.0], [0.0, 0.0, 0.0], [-0.1, 0.0, 0.0], [0.1, 0.0, 0.0], [0.0, 0.0, 0.0], [0.0, 0.0, 0.0], [0.0, 0.0, 0.0], [0.0, 0.0, 0.0], [0.0, 0.0, 0.0], [0.0, 0.0, 0.0], [-0.1, 0.0, 0.0], [0.0, 0.0, 0.0], [0.0, 0.0, 0.0], [0.0, 0.0, 0.0], [0.0, 0.0, 0.0], [0.0, -0.1, 0.0], [0.0, 0.0, 0.0], [0.0, 0.0, 0.0], [0.0, 0.0, 0.0], [0.0, 0.0, 0.0], [0.0, 0.0, 0.0], [0.0, 0.0, 0.0], [0.0, 0.0, 0.0], [0.0, 0.0, 0.0], [0.0, -0.1, 0.0], [0.0, 0.0, 0.0], [0.0, 0.0, 0.0], [0.0, -0.1, 0.0], [0.0, 0.0, 0.0], [0.0, 0.0, 0.0], [0.0, 0.0, 0.0], [0.0, 0.1, 0.0], [0.0, 0.0, 0.0], [0.0, 0.0, 0.0], [0.0, 0.1, 0.0], [0.0, -0.1, 0.0], [0.0, 0.0, 0.0], [0.0, 0.0, 0.0], [0.0, 0.0, 0.0], [0.0, 0.0, 0.0], [0.0, 0.0, 0.0], [0.0, 0.0, 0.0], [0.0, 0.0, 0.0], [0.0, 0.0, 0.0], [0.0, 0.0, 0.0], [0.0, 0.0, 0.0]], "gap_ev": 5.98, "charge": 1, "homo_ev": -10.39, "de_lowest_kcal_mol": 0.0}

Entry 3:
{"formula": "C48H42Cl2N6O2P2S3Ta", "method": "ωB97M-V/def2-TZVPD", "symbols": ["Ta", "Cl", "C", "C", "C", "N", "C", "O", "C", "C", "C", "C", "C", "N", "C", "C", "C", "Cl", "N", "C", "O", "C", "C", "C", "C", "C", "N", "H", "H", "H", "H", "H", "H", "H", "H", "H", "H", "S", "P", "C", "P", "S", "C", "C", "C", "C", "C", "C", "C", "C", "C", "C", "C", "C", "C", "C", "C", "C", "C", "C", "C", "C", "C", "C", "C", "C", "H", "H", "H", "H", "H", "H", "H", "H", "H", "H", "H", "H", "H", "H", "H", "H", "H", "H", "H", "H", "C", "C", "N", "C", "S", "N", "C", "C", "H", "H", "H", "H", "H", "H", "H", "H", "H", "H", "H", "H"], "xyz": [[0.0092, -0.3183, 0.1913], [0.1173, 6.1968, 2.0591], [-0.3304, 4.7524, 1.2321], [-0.1814, 3.5346, 1.8735], [-0.5177, 2.3600, 1.2147], [-0.3581, 1.0615, 1.7196], [-0.3540, 0.7911, 3.0494], [-0.5421, 1.5603, 3.9673], [-0.1300, -0.6699, 3.3263], [0.0387, -1.0958, 4.6318], [0.2230, -2.4469, 4.8732], [0.2085, -3.3271, 3.7998], [0.0209, -2.8226, 2.5257], [-0.1310, -1.5196, 2.2953], [-0.9941, 2.4018, -0.1116], [-1.1491, 3.6327, -0.7394], [-0.8236, 4.7995, -0.0705], [-1.0143, 6.3056, -0.8880], [-1.2850, 1.1452, -0.6577], [-1.9936, 1.0196, -1.8373], [-1.9482, 1.7565, -2.7968], [-3.0044, -0.0994, -1.7541], [-3.8032, -0.4139, -2.8444], [-4.7798, -1.3844, -2.6955], [-4.9414, -1.9811, -1.4551], [-4.1003, -1.5979, -0.4217], [-3.1436, -0.6878, -0.5633], [0.1981, 3.5082, 2.8825], [0.0132, -0.3579, 5.4203], [0.3630, -2.8095, 5.8826], [0.3359, -4.3908, 3.9404], [-0.0264, -3.4651, 1.6552], [-1.4949, 3.6852, -1.7588], [-3.6423, 0.1009, -3.7815], [-5.4081, -1.6628, -3.5307], [-5.6982, -2.7328, -1.2817], [-4.1926, -2.0393, 0.5642], [2.5030, 0.0878, 1.4989], [3.0719, -1.3152, 0.1861], [1.5261, -1.6054, -0.5283], [0.8886, -2.8085, -1.6054], [-0.9624, -2.8468, -0.8102], [0.8209, -2.2447, -3.3400], [1.9027, -2.3965, -4.2070], [1.8411, -1.8668, -5.4866], [0.7181, -1.1644, -5.9003], [-0.3517, -0.9959, -5.0339], [-0.3018, -1.5425, -3.7611], [1.5727, -4.4805, -1.5600], [1.6214, -5.3071, -2.6789], [2.0375, -6.6215, -2.5340], [2.4009, -7.1095, -1.2877], [2.3363, -6.2881, -0.1700], [1.9125, -4.9777, -0.3041], [4.3946, -0.7314, -0.9101], [4.2554, -0.7507, -2.2891], [5.3269, -0.3794, -3.0898], [6.5215, 0.0215, -2.5120], [6.6447, 0.0814, -1.1269], [5.5845, -0.3025, -0.3249], [3.8805, -2.7089, 1.0205], [3.6307, -2.9689, 2.3633], [4.2019, -4.0814, 2.9636], [5.0108, -4.9325, 2.2228], [5.2587, -4.6723, 0.8820], [4.6981, -3.5595, 0.2783], [2.7862, -2.9396, -3.8916], [2.6726, -2.0019, -6.1666], [0.6784, -0.7467, -6.8979], [-1.2258, -0.4378, -5.3419], [-1.1479, -1.4522, -3.0994], [1.3262, -4.9287, -3.6492], [2.0676, -7.2725, -3.3977], [2.7275, -8.1358, -1.1843], [2.6120, -6.6674, 0.8047], [1.8370, -4.3339, 0.5624], [3.3137, -1.0590, -2.7227], [5.2319, -0.4115, -4.1684], [7.3652, 0.2829, -3.1374], [7.5727, 0.4133, -0.6804], [5.6701, -0.2824, 0.7561], [3.0105, -2.2879, 2.9337], [4.0179, -4.2825, 4.0111], [5.4509, -5.8013, 2.6950], [5.8796, -5.3441, 0.3040], [4.8984, -3.3493, -0.7655], [1.7730, 2.6598, -5.0433], [2.6576, 1.6025, -4.3920], [3.3430, 2.1017, -3.2046], [2.8143, 2.1290, -1.9711], [1.2775, 1.4487, -1.7160], [3.5403, 2.7099, -1.0117], [3.0351, 3.2688, 0.2405], [3.3275, 4.7627, 0.2968], [1.3496, 2.2648, -5.9671], [2.3468, 3.5566, -5.2809], [0.9500, 2.9300, -4.3816], [3.4253, 1.2616, -5.0889], [2.0458, 0.7533, -4.0928], [4.1661, 2.6592, -3.3740], [4.4634, 3.0321, -1.2690], [3.5078, 2.7530, 1.0747], [1.9644, 3.0784, 0.2798], [4.4026, 4.9502, 0.2550], [2.9400, 5.1926, 1.2196], [2.8537, 5.2726, -0.5434]], "atomic_forces_ev_per_a": [[1.8, -0.8, 1.0], [0.0, 0.0, 0.1], [0.0, -0.1, -0.1], [0.1, 0.0, 0.1], [-0.2, 0.3, -0.4], [0.0, -0.3, -0.2], [0.0, -0.2, 0.2], [0.1, 0.1, -0.1], [-0.1, -0.2, 0.5], [0.0, 0.0, -0.1], [0.0, -0.1, -0.1], [0.0, 0.1, 0.1], [0.0, -0.2, -0.2], [-0.2, 0.9, -1.0], [0.0, 0.4, 0.4], [0.0, -0.1, -0.1], [0.0, -0.1, 0.1], [0.0, 0.0, -0.1], [0.8, -0.8, 0.0], [-0.7, -0.1, 0.0], [0.1, -0.1, 0.1], [-0.2, -0.2, 0.1], [0.2, 0.1, -0.1], [0.0, 0.0, 0.1], [0.0, 0.0, 0.0], [0.1, 0.0, 0.0], [0.0, 0.0, 0.0], [0.0, 0.0, 0.0], [0.0, 0.0, 0.0], [0.0, 0.0, 0.0], [0.0, 0.0, 0.0], [0.0, 0.0, 0.0], [0.0, 0.0, 0.0], [0.0, 0.0, 0.0], [0.0, 0.0, 0.0], [0.0, 0.0, 0.0], [0.0, 0.0, 0.0], [-0.8, 0.1, -0.2], [-0.2, 0.2, -0.3], [0.5, -0.4, -0.3], [-0.1, 0.3, 0.2], [-0.5, 1.2, 0.2], [0.1, -0.1, 0.3], [0.0, -0.1, 0.0], [0.1, 0.0, 0.0], [0.0, 0.1, 0.0], [0.0, 0.0, 0.0], [0.0, 0.0, -0.1], [0.0, 0.3, 0.0], [0.0, 0.1, 0.0], [0.0, -0.1, -0.1], [0.0, 0.0, 0.0], [-0.1, 0.0, 0.0], [0.0, -0.1, 0.0], [-0.2, 0.0, 0.1], [0.0, -0.1, 0.2], [0.1, -0.1, -0.1], [-0.1, 0.0, -0.1], [0.0, 0.0, 0.1], [0.0, 0.0, 0.0], [-0.2, 0.1, -0.2], [0.0, 0.0, 0.0], [-0.1, 0.0, 0.0], [0.0, 0.0, 0.0], [0.0, 0.0, 0.0], [0.1, 0.0, 0.1], [0.0, 0.0, 0.0], [0.0, 0.0, 0.0], [0.0, 0.0, 0.0], [0.0, 0.0, 0.0], [-0.1, 0.1, 0.1], [0.0, -0.1, 0.0], [0.0, 0.0, 0.0], [0.0, 0.0, 0.0], [0.0, 0.0, 0.0], [0.0, 0.0, 0.0], [0.0, 0.1, 0.0], [0.0, 0.0, 0.0], [0.0, 0.0, 0.0], [0.0, 0.0, 0.0], [0.1, 0.0, 0.0], [0.0, 0.0, 0.0], [0.0, 0.0, 0.0], [0.0, 0.0, 0.0], [0.0, 0.0, 0.0], [0.0, 0.0, 0.0], [0.1, -0.1, 0.1], [-0.1, 0.1, 0.0], [-0.2, 0.1, 0.0], [0.3, -0.2, 0.2], [-0.4, -0.1, -0.1], [0.1, 0.0, 0.0], [0.1, 0.1, 0.0], [-0.1, -0.1, -0.1], [0.0, 0.0, 0.0], [0.0, 0.0, 0.0], [0.0, 0.0, 0.0], [0.0, 0.0, 0.0], [0.1, -0.1, 0.0], [0.0, 0.1, 0.1], [0.0, 0.0, -0.1], [-0.1, 0.0, 0.0], [0.0, -0.1, 0.0], [0.0, 0.0, 0.0], [0.0, 0.0, 0.0], [0.0, 0.1, 0.0]], "gap_ev": 6.46, "charge": 1, "homo_ev": -9.94, "de_lowest_kcal_mol": 75.9}